[1]
The following is a DFT calculation (the ωB97M-V functional and the def2-TZVPD basis) of C35H33AsN4OSTi as an isolated structure in a non-equilibrium geometry.

Each line ends with the Löwdin spin population.
Cartesian coordinates (Å):
Ti 14.342 11.363 10.727  0.986
S 14.143 11.117 13.144  -0.004
C 12.747 10.159 13.672  0.005
C 12.583 10.057 15.040  -0.002
C 11.644 9.067 15.478  0.000
C 10.967 8.255 14.625  -0.001
C 11.046 8.506 13.249  0.000
C 11.910 9.473 12.823  0.000
As 11.992 9.925 10.965  0.004
C 10.354 10.789 10.441  -0.002
C 9.234 10.779 11.280  -0.001
C 8.034 11.347 10.856  0.000
C 8.024 12.168 9.713  0.000
C 9.171 12.147 8.896  0.000
C 10.324 11.523 9.232  0.000
C 12.034 8.213 10.026  0.002
C 11.146 7.875 9.010  0.000
C 11.182 6.714 8.320  0.000
C 12.327 5.900 8.494  0.000
C 13.294 6.274 9.436  0.000
C 13.176 7.443 10.139  0.000
H 13.351 10.457 15.623  0.000
H 11.440 9.035 16.588  0.000
H 10.297 7.476 14.936  0.000
H 10.428 8.003 12.509  0.000
H 9.178 10.205 12.150  0.000
H 7.146 11.295 11.511  0.000
H 7.102 12.738 9.494  0.000
H 9.199 12.812 8.057  0.000
H 11.214 11.648 8.669  0.000
H 10.218 8.515 8.856  0.000
H 10.378 6.410 7.649  0.000
H 12.463 5.053 7.847  0.000
H 14.088 5.594 9.627  0.000
H 13.941 7.666 10.849  0.000
C 16.489 8.307 7.571  0.002
C 15.998 9.135 8.690  0.010
N 15.483 9.779 9.473  0.008
H 16.256 7.185 7.756  0.000
H 17.532 8.556 7.423  0.001
H 15.814 8.524 6.652  0.000
N 20.932 14.728 11.567  0.000
C 22.028 15.397 10.892  0.000
C 23.249 15.984 11.259  0.000
C 24.003 16.421 10.262  0.000
C 23.648 16.346 8.863  0.000
C 22.375 16.017 8.531  0.000
C 21.619 15.441 9.603  0.000
N 20.431 14.798 9.411  0.001
C 20.067 14.386 10.606  0.000
C 18.818 13.669 10.794  0.003
C 17.994 13.695 9.694  -0.001
C 16.789 13.062 9.821  0.004
N 16.487 12.223 10.854  0.003
C 17.289 12.170 11.883  0.004
C 18.468 12.852 11.861  -0.001
H 20.858 14.476 12.520  0.000
H 23.458 16.214 12.286  0.000
H 24.971 16.788 10.531  0.000
H 24.356 16.890 8.151  0.000
H 22.003 15.918 7.486  0.000
H 18.364 14.163 8.825  0.000
H 16.055 13.093 9.007  0.000
H 16.947 11.526 12.761  0.000
H 19.153 12.648 12.648  0.000
C 13.620 15.101 8.889  -0.001
C 13.070 14.195 9.995  -0.002
C 13.355 14.842 11.317  0.000
O 13.680 12.901 9.977  -0.022
H 13.243 16.164 8.935  0.000
H 13.442 14.684 7.884  0.000
H 14.653 15.381 8.753  0.000
H 12.038 14.132 9.807  0.000
H 14.394 14.677 11.516  0.000
H 12.792 14.521 12.222  0.000
H 13.185 15.916 11.369  0.000

As for the total charge: +1. The calculation puts the HOMO energy (spin up / spin down) at -10.40 / -10.40 eV. As for the expectation value of S²: 0.7550. Its frontier orbital gap (spin up / spin down) is 7.768 / 7.658 eV. The energy relative to the best compared isomer or geometry (same formula, charge and spin) comes out at 1.018 eV. The total energy is -139622.8274 eV. The multiplicity is 2.

---

[2]
The following is a DFT calculation (the ωB97M-V functional and the def2-TZVPD basis) of C35H33BCuNO6S as an isolated structure.

Each line ends with the natural charge from an NBO analysis.
Cartesian coordinates (Å):
Cu 0.241 -1.521 2.313  0.602
C 3.959 0.455 -4.258  -0.604
C 2.936 0.008 -3.214  -0.080
C 2.138 -1.164 -3.803  -0.593
C 1.987 1.181 -2.934  -0.615
C 3.589 -0.425 -1.902  -0.015
C 4.973 -0.340 -1.681  -0.238
C 5.544 -0.674 -0.461  -0.225
C 4.718 -1.099 0.570  -0.243
S 5.066 -1.508 2.220  0.276
C 3.329 -1.776 2.486  0.133
N 2.600 -1.633 1.439  -0.448
C 3.337 -1.219 0.355  0.214
C 2.780 -0.881 -0.873  -0.240
C 2.767 -2.026 3.824  -0.108
C 3.623 -2.234 4.911  -0.227
C 3.093 -2.379 6.178  -0.288
C 1.707 -2.300 6.333  -0.236
C 0.883 -2.096 5.239  -0.242
C 1.358 -1.950 3.915  -0.382
H 3.439 0.740 -5.176  0.197
H 4.663 -0.342 -4.505  0.198
H 4.530 1.321 -3.918  0.211
H 1.665 -0.867 -4.743  0.190
H 1.355 -1.494 -3.122  0.222
H 2.792 -2.017 -3.998  0.198
H 1.483 1.491 -3.855  0.184
H 2.532 2.038 -2.532  0.240
H 1.223 0.912 -2.205  0.227
H 5.623 0.013 -2.470  0.198
H 6.613 -0.573 -0.316  0.199
H 1.704 -0.950 -0.966  0.247
H 4.703 -2.276 4.785  0.183
H 3.742 -2.539 7.033  0.181
H 1.276 -2.399 7.327  0.178
H -0.188 -2.043 5.410  0.190
O 0.042 2.057 2.775  -0.739
C 0.769 1.626 1.867  0.764
O 1.053 0.452 1.536  -0.789
C 1.478 2.688 0.991  -0.128
C 1.243 4.041 1.188  -0.192
C 1.862 5.024 0.408  -0.288
C 2.722 4.581 -0.567  0.210
O 3.463 5.334 -1.469  -0.509
C 4.166 4.388 -2.265  0.247
O 3.871 3.082 -1.809  -0.509
C 2.963 3.238 -0.766  0.183
C 2.363 2.264 -0.010  -0.184
H 0.552 4.304 1.978  0.237
H 1.676 6.079 0.559  0.204
H 5.242 4.571 -2.171  0.143
H 3.845 4.489 -3.310  0.140
H 2.529 1.202 -0.141  0.250
C -6.748 0.952 -1.110  -0.603
C -6.999 -0.522 -0.793  -0.070
C -8.213 -0.598 0.144  -0.595
C -7.338 -1.244 -2.105  -0.594
C -5.781 -1.189 -0.148  -0.052
C -5.894 -2.491 0.341  -0.253
C -4.818 -3.166 0.925  -0.294
C -3.612 -2.505 1.013  0.305
O -2.442 -2.911 1.528  -0.703
B -1.466 -1.812 1.418  0.411
O -2.227 -0.778 0.716  -0.674
C -3.482 -1.206 0.522  0.256
C -4.543 -0.536 -0.055  -0.279
H -7.665 1.408 -1.494  0.191
H -5.973 1.075 -1.868  0.210
H -6.439 1.505 -0.223  0.217
H -9.067 -0.076 -0.299  0.186
H -7.986 -0.137 1.106  0.214
H -8.511 -1.630 0.331  0.202
H -8.192 -0.771 -2.601  0.185
H -7.586 -2.290 -1.918  0.204
H -6.485 -1.221 -2.785  0.212
H -6.844 -3.008 0.264  0.184
H -4.926 -4.176 1.302  0.202
H -4.390 0.473 -0.411  0.213

As for the total charge: -2. The calculation puts the HOMO energy at -0.80 eV. Its frontier orbital gap is 4.855 eV. The energy relative to the best compared isomer or geometry (same formula, charge and spin) comes out at 0.000 eV. The total energy is -106759.7386 eV. The multiplicity is 1.

---

[3]
The following is a DFT calculation (the ωB97M-V functional and the def2-TZVPD basis) of C35H33BrClN7O11STl as an isolated structure.

Each line ends with the Mulliken charge.
Cartesian coordinates (Å):
Tl 1.095 -0.683 -1.694  2.349
Br -3.867 0.338 4.458  -0.225
C -2.182 1.213 4.440  0.035
C -2.133 2.586 4.627  -0.557
C -0.901 3.220 4.649  -0.221
C 0.270 2.498 4.444  -0.165
C 0.201 1.120 4.261  0.172
C -1.025 0.473 4.268  -0.321
N 1.506 3.187 4.648  -0.575
N 2.518 2.962 3.971  -0.489
C 2.524 2.187 2.788  -0.075
C 3.637 1.381 2.647  -0.039
C 3.776 0.452 1.623  -0.913
C 2.808 0.323 0.627  1.000
O 2.888 -0.546 -0.314  -0.812
C 1.715 1.284 0.672  -0.657
N 0.868 1.264 -0.378  0.838
C -0.145 2.095 -0.445  0.310
C -0.336 3.082 0.528  -2.078
C 0.515 3.140 1.594  -0.473
C 1.562 2.198 1.731  0.560
H -3.046 3.148 4.769  0.412
H -0.836 4.288 4.818  0.442
H 1.110 0.551 4.114  0.302
H -1.075 -0.598 4.121  0.425
H 4.391 1.445 3.424  0.410
H 4.638 -0.202 1.580  0.472
H -0.805 2.010 -1.302  0.204
H -1.151 3.785 0.418  0.570
H 0.403 3.922 2.326  0.708
C -1.987 -6.272 4.526  -1.522
C -1.729 -5.181 3.518  1.190
C -0.427 -4.749 3.263  -0.884
C -0.181 -3.722 2.370  -0.439
C -1.251 -3.116 1.719  -0.804
C -2.549 -3.529 1.953  -0.448
C -2.780 -4.564 2.851  -0.784
S -0.926 -1.718 0.672  1.134
O -2.177 -1.408 0.001  -0.881
O -0.353 -0.688 1.499  0.154
N 0.219 -2.266 -0.326  -0.287
C -0.282 -3.374 -1.168  -1.252
C -1.244 -2.844 -2.208  0.849
O -2.314 -3.576 -2.431  -0.622
O -1.024 -1.794 -2.786  -0.218
H -1.220 -7.045 4.476  0.377
H -2.959 -6.737 4.362  0.376
H -1.980 -5.863 5.539  0.278
H 0.402 -5.222 3.777  0.360
H 0.826 -3.377 2.166  0.586
H -3.363 -3.037 1.436  0.491
H -3.797 -4.888 3.045  0.308
H -0.777 -4.141 -0.573  0.272
H 0.571 -3.807 -1.685  0.512
Cl 3.820 -4.228 -4.536  -0.219
C 3.816 -2.448 -4.457  -0.484
C 2.840 -1.854 -3.459  0.349
O 2.955 -0.623 -3.264  -0.647
O 1.972 -2.562 -2.897  -0.656
H 3.559 -2.070 -5.443  0.293
H 4.817 -2.118 -4.200  0.329
N -4.115 -1.618 -2.771  -0.460
C -3.845 -0.514 -3.708  -0.325
C -3.848 0.857 -3.036  -0.837
N -2.780 1.072 -2.067  -0.300
H -5.105 -1.665 -2.563  0.291
H -3.657 -1.403 -1.886  0.016
H -2.978 -2.966 -2.861  0.524
H -4.592 -0.543 -4.505  0.509
H -2.865 -0.686 -4.158  0.082
H -4.809 1.000 -2.528  0.365
H -3.770 1.626 -3.808  0.431
H -1.874 0.955 -2.512  0.033
H -2.814 0.373 -1.329  0.134
O -0.052 2.088 -4.899  -0.747
C 0.490 1.755 -3.857  -0.207
O 0.261 0.631 -3.259  -0.611
C 1.411 2.769 -3.201  0.611
C 1.012 4.102 -3.223  -0.585
C 1.825 5.090 -2.700  -0.667
C 3.052 4.727 -2.172  -0.207
C 3.471 3.410 -2.131  -0.606
C 2.641 2.428 -2.648  0.187
N 3.949 5.780 -1.666  1.022
O 3.543 6.927 -1.675  -0.639
O 5.051 5.452 -1.273  -0.618
H 0.056 4.352 -3.663  0.500
H 1.539 6.131 -2.709  0.504
H 4.433 3.165 -1.703  0.530
H 2.967 1.397 -2.643  0.752

As for the total charge: -1. The calculation puts the HOMO energy at -5.12 eV. Its frontier orbital gap is 6.861 eV. The energy relative to the best compared isomer or geometry (same formula, charge and spin) comes out at 0.000 eV. The total energy is -167878.3071 eV. The multiplicity is 1.